Record 1
A cluster of 3 separate species, C27H48BBr2ClF6N4O10PS2 in total in a non-equilibrium geometry, computed with wB97M-V/def2-TZVPD.

```
102
Properties=species:S:1:pos:R:3:forces:R:3
C 6.943026 2.354274 0.638995 0.4 -0.1 0.1
C 6.180753 1.541713 1.080876 -0.3 -0.2 -0.2
C 5.194654 0.529237 1.497904 0.4 0.2 0.2
C 4.230173 0.132267 0.355387 -0.2 0.4 -0.5
C 5.088867 -0.435149 -0.791327 0.2 -0.4 -0.1
C 6.029793 -1.599015 -0.415695 0.2 0.3 -0.4
C 6.392375 -2.468643 -1.649672 -0.3 0.0 0.2
C 7.884934 -2.667042 -1.766239 0.0 -0.1 0.1
O 8.466645 -3.624434 -1.356652 -0.1 0.1 -0.2
O 8.545561 -1.660858 -2.429342 0.3 -0.1 0.3
C 3.497064 1.420905 -0.173565 0.4 -0.3 1.2
P 3.133527 2.763430 1.105785 -0.5 1.0 -0.5
N 2.278532 3.965181 0.580914 0.2 -0.7 -0.1
N 2.185850 1.131072 -0.781520 0.4 -0.4 -0.2
C 2.139433 0.793153 -2.195023 -0.5 0.4 -0.4
S 2.624366 2.163073 -3.283140 0.0 -0.4 -0.6
O 4.059989 2.143257 -3.311403 -0.1 0.3 0.2
O 1.855494 2.024896 -4.484799 0.1 0.1 0.4
C 1.320148 0.568956 0.105290 0.0 0.0 0.3
N -0.019969 0.857673 0.080442 0.3 -0.1 -0.2
Cl -1.006769 0.135260 1.252426 -0.1 -0.2 0.0
S -0.875649 1.886312 -1.019152 -0.9 0.9 0.2
O -2.032888 2.311780 -0.315700 0.5 -0.3 -0.1
O 0.023978 2.798950 -1.629767 0.2 -0.5 0.1
C -1.479288 0.629572 -2.303535 0.4 0.3 0.6
F -0.908574 0.891143 -3.443627 0.4 0.1 -0.7
F -1.158759 -0.587956 -1.905554 0.2 -0.6 0.2
F -2.759623 0.753782 -2.378672 -1.0 0.1 -0.2
N 1.826079 -0.159303 1.080709 -0.1 0.1 -1.0
C 3.121847 -0.877724 0.842226 0.3 -0.5 0.4
C 2.822084 -2.036699 -0.132589 -0.1 -0.1 -0.3
C 1.551783 -2.821881 0.237371 0.0 -0.1 -0.1
C 1.714171 -4.325981 0.040605 0.0 0.2 -0.1
F 2.884732 -4.747016 0.610167 -0.2 0.0 -0.1
Br 1.827325 -4.721300 -1.856595 0.0 0.1 0.1
C 0.512483 -5.091778 0.682092 0.1 -0.4 0.1
F 0.154903 -6.165995 -0.014813 0.0 0.0 0.0
F -0.550698 -4.267088 0.733386 0.0 -0.1 -0.1
Br 0.933837 -5.688963 2.479574 -0.1 0.2 0.1
B 3.525107 -1.556258 2.262389 -0.3 0.1 0.2
O 4.276051 -2.700261 2.304947 -0.1 0.1 -0.3
O 3.055133 -0.908370 3.351105 0.1 0.0 -0.1
C 3.509309 -1.279915 4.670978 -0.3 0.2 0.5
C 2.708899 -2.437252 5.264181 0.5 -0.3 0.0
H 7.714755 3.015009 0.303448 -0.2 0.0 0.0
H 4.663055 0.871765 2.390934 -0.1 0.0 -0.1
H 5.774329 -0.345995 1.815603 -0.2 -0.1 0.0
H 4.477585 -0.754120 -1.633604 -0.1 0.0 0.1
H 5.716688 0.369356 -1.181214 -0.2 0.1 0.0
H 5.612495 -2.232474 0.362194 0.1 0.0 0.1
H 6.955033 -1.157193 -0.033509 -0.1 -0.1 0.3
H 6.022457 -2.006034 -2.566076 0.1 0.0 0.0
H 5.933647 -3.451530 -1.550069 0.0 0.0 -0.1
H 8.420832 -0.813000 -1.985432 -0.2 0.1 -0.2
H 4.144447 1.918695 -0.894605 -0.2 0.0 -0.2
H 4.371035 3.145381 1.628417 0.1 -0.3 0.1
H 2.508565 2.078629 2.164068 0.3 -0.1 0.2
H 2.039390 3.887410 -0.400169 -0.2 0.3 0.1
H 2.834334 0.006542 -2.490012 0.1 -0.1 0.2
H 1.145088 0.505996 -2.524295 0.0 0.0 0.2
H 2.192560 3.242408 -2.591829 0.0 0.1 0.0
H 1.167912 -0.616775 1.696961 0.1 0.4 0.4
H 3.662071 -2.727803 -0.132920 0.1 0.1 0.1
H 2.725446 -1.701528 -1.166263 -0.1 0.1 0.1
H 1.220338 -2.669305 1.270457 0.2 0.0 0.1
H 0.718310 -2.518928 -0.397732 -0.1 0.0 0.2
H 3.832290 -3.511172 2.579629 0.2 0.0 0.2
H 4.579658 -1.482857 4.660162 0.0 -0.1 -0.3
H 3.363095 -0.389779 5.282719 0.0 0.0 -0.1
H 2.196634 -3.010753 4.489075 -0.1 0.1 0.0
H 2.001901 -2.101009 6.017758 -0.2 0.0 -0.2
H 3.391704 -3.136584 5.751511 -0.1 0.0 0.1
C -8.401949 -0.984705 0.099227 0.0 0.0 -0.2
C -7.194591 -1.401138 0.917142 -0.1 0.1 0.1
O -6.093661 -1.847419 0.138663 0.1 -0.1 0.0
C -5.564705 -0.904463 -0.769209 0.0 0.1 -0.1
C -5.034589 0.359097 -0.111057 -0.1 0.0 0.2
H -8.727132 -1.800526 -0.547888 0.0 0.0 0.0
H -9.225502 -0.714033 0.759365 0.0 0.0 0.0
H -8.188196 -0.120171 -0.530668 0.0 0.1 0.1
H -7.451492 -2.246211 1.555066 0.0 0.0 0.0
H -6.887158 -0.586161 1.582146 0.0 0.0 0.0
H -6.299136 -0.649230 -1.542236 0.0 0.0 0.0
H -4.749975 -1.428043 -1.274099 0.0 0.0 0.0
H -5.823513 0.932301 0.377189 0.0 0.0 0.0
H -4.575800 1.011721 -0.850875 0.0 0.0 0.0
H -4.288198 0.105292 0.646397 0.0 0.0 0.0
C -7.515650 2.919279 -2.513969 0.1 0.0 0.1
C -8.693649 2.808617 -1.560263 0.0 0.0 -0.1
O -8.342420 2.957254 -0.195987 0.0 -0.1 0.0
C -7.751833 4.195639 0.158887 0.0 0.1 0.0
C -8.630824 5.404585 -0.109014 -0.1 -0.1 -0.1
H -6.743994 2.193824 -2.246397 0.0 0.0 0.0
H -7.837737 2.723912 -3.536972 0.0 0.0 0.0
H -7.061449 3.910732 -2.495008 0.0 0.0 0.0
H -9.128333 1.811923 -1.639860 0.0 0.0 0.1
H -9.480162 3.518654 -1.836743 0.0 0.0 0.0
H -6.778932 4.314215 -0.333437 0.0 0.0 0.0
H -7.555910 4.115578 1.228293 0.0 0.0 0.0
H -8.823882 5.544805 -1.173146 0.0 0.0 0.0
H -8.141681 6.307338 0.257536 0.0 0.0 0.0
H -9.590923 5.298050 0.396625 0.0 0.0 0.0
```
Positions in Å, forces in eV/Å.

Computed properties:
Charge: +1
E, a.u.: -9398.62881
LUMO, eV: -3.871
Orbital gap, eV: 7.3325

Mulliken population analysis, charges in e, atoms 1 to 2:
1 C -0.24
2 C -1.65

---

Record 2
A cluster of 2 separate species, C27H48ClIN5O5 in total in a non-equilibrium geometry, computed with wB97M-V/def2-TZVPD.

```
87
Properties=species:S:1:pos:R:3:forces:R:3
C 1.369410 4.324368 1.231271 0.1 -0.2 -0.3
C 2.036531 3.209907 2.052730 0.1 0.8 0.4
C 1.138172 2.115784 2.642684 0.5 -0.2 -0.4
I 2.237761 1.449873 4.437684 0.0 0.0 0.0
C 0.483635 0.920647 1.847012 -0.8 0.0 1.0
C -0.089308 -0.004428 2.969991 -0.3 -0.7 -0.5
O -1.254860 -0.720184 2.525059 0.1 0.1 -0.1
N -2.177272 -0.878784 3.636167 -0.1 0.3 0.1
O -3.225734 -1.144503 3.244582 0.1 -0.3 0.0
C -0.761653 1.386852 1.088222 0.6 0.2 -0.9
N -0.439151 2.336204 0.027124 -0.1 -0.3 0.1
C -1.673031 3.006214 -0.421961 -0.3 0.2 0.2
C -2.778219 2.159837 -1.066033 0.0 0.1 -0.4
C -2.656290 1.871928 -2.575626 -0.5 -0.1 0.3
C -4.039972 1.660738 -3.198835 0.1 -0.3 0.2
C -4.847422 0.544141 -2.503162 -0.3 0.0 -0.4
C -6.149524 1.035235 -1.868474 0.3 -0.3 0.1
C -6.808281 -0.034091 -1.022113 -0.3 0.2 0.2
O -6.113331 -0.113304 0.209733 0.2 -0.2 -0.1
C -6.656948 -1.071585 1.101180 0.1 0.1 -0.1
C 0.225165 1.570482 -0.993315 -0.1 0.2 0.0
Cl 0.694505 2.629354 -2.348159 0.0 0.0 -0.1
C 1.521250 0.852997 -0.518327 0.0 1.0 -1.4
N 2.637639 1.711791 -0.472436 0.5 -0.6 1.6
C 3.688116 1.535951 -1.167814 -0.1 0.2 -0.6
C 3.731176 0.924355 -2.540463 0.3 -0.5 0.3
C 4.993884 2.061482 -0.641729 -0.3 0.4 0.2
N 1.360165 0.123705 0.859429 0.4 0.0 -0.7
C 2.725067 -0.164001 1.398831 0.1 0.2 0.5
C 0.720157 -1.200660 0.479424 -0.1 -0.6 -0.1
C 1.682197 -2.244904 -0.106770 -0.5 -0.1 -0.1
C 0.844779 -3.152537 -1.003412 0.0 0.0 0.1
O 0.488777 -2.795314 -2.082090 0.0 0.0 -0.3
O 0.501973 -4.353925 -0.453391 0.8 0.1 0.3
H 1.518824 4.180634 0.162882 -0.1 0.0 0.0
H 1.811748 5.283000 1.499349 0.0 0.0 0.1
H 0.295599 4.369527 1.403218 0.0 0.1 0.1
H 2.922975 2.826172 1.560458 -0.2 -0.2 -0.2
H 2.434278 3.725311 2.928282 -0.1 -0.1 0.1
H 0.285840 2.616627 3.097121 -0.1 -0.1 0.0
H 0.639277 -0.739551 3.309108 0.1 0.2 0.2
H -0.416445 0.629478 3.787880 0.3 0.0 0.2
H -1.235615 0.524105 0.611800 -0.3 -0.1 0.5
H -1.450011 1.823864 1.807739 -0.1 0.0 -0.1
H -1.433994 3.856202 -1.061132 0.2 -0.1 -0.1
H -2.094728 3.446464 0.485483 0.1 0.0 0.0
H -2.946728 1.226214 -0.524333 0.0 0.1 0.1
H -3.699458 2.735407 -0.936827 0.0 0.0 0.1
H -2.103385 0.942995 -2.746749 0.3 0.2 -0.1
H -2.152831 2.709242 -3.060045 0.1 -0.1 -0.1
H -4.608854 2.593405 -3.153418 0.0 0.0 -0.1
H -3.912758 1.392322 -4.247861 0.0 0.2 -0.1
H -4.259349 0.005963 -1.756664 0.1 0.1 0.0
H -5.125872 -0.196738 -3.257570 0.1 -0.1 0.1
H -6.846628 1.347023 -2.648234 0.0 0.1 0.0
H -5.937687 1.888596 -1.219027 -0.2 0.1 0.0
H -7.861538 0.215745 -0.838738 0.0 0.0 0.0
H -6.800782 -1.008158 -1.530566 0.1 0.0 0.0
H -7.294054 -0.578107 1.839531 -0.1 -0.1 0.0
H -5.831685 -1.565010 1.613915 0.0 0.0 0.1
H -7.239046 -1.824709 0.564835 0.0 0.0 0.0
H -0.431357 0.827338 -1.464063 -0.1 0.0 0.1
H 1.690151 0.071393 -1.264490 -0.2 -0.4 0.4
H 4.603259 0.274542 -2.636638 0.0 0.0 0.0
H 2.845652 0.354527 -2.812160 -0.1 0.2 -0.1
H 3.882735 1.737194 -3.253316 -0.2 0.0 0.0
H 5.806006 1.381144 -0.890788 0.1 0.1 -0.1
H 4.927142 2.169300 0.439840 0.0 0.0 0.0
H 5.209975 3.054961 -1.040341 0.1 -0.1 -0.2
H 2.647240 -0.953459 2.141618 0.0 -0.1 0.0
H 3.398686 -0.431587 0.595850 -0.1 -0.3 -0.1
H 3.132327 0.715052 1.878113 -0.1 0.1 -0.1
H -0.057173 -1.018400 -0.257061 0.0 0.3 0.0
H 0.238004 -1.656263 1.334897 0.0 0.2 0.2
H 2.170352 -2.838950 0.660647 0.1 0.2 0.0
H 2.413090 -1.812501 -0.786928 0.1 0.0 0.1
H 0.851219 -5.070888 -1.001708 -0.5 -0.1 -0.3
N 3.588473 -5.513623 0.715308 -0.1 0.1 -0.1
C 4.698133 -4.891149 1.225427 0.0 0.0 0.0
C 5.793072 -5.626086 0.860335 0.0 0.0 0.0
C 5.327417 -6.734461 0.101761 0.0 0.0 0.0
C 3.964639 -6.638758 0.029453 0.0 0.1 0.0
H 2.640329 -5.206207 0.835007 0.0 -0.1 0.1
H 4.615364 -3.986664 1.804633 0.0 0.0 0.0
H 6.815525 -5.399664 1.111324 0.0 0.0 0.0
H 5.926950 -7.513789 -0.336953 0.0 0.0 0.0
H 3.236330 -7.272648 -0.447212 0.0 0.0 0.0
```
Positions in Å, forces in eV/Å.

Computed properties:
Charge: +1
E, a.u.: -2465.05671
LUMO, eV: -2.767
Orbital gap, eV: 7.7619

Mulliken population analysis, charges in e, atoms 1 to 2:
1 C -1.09
2 C -0.13

---

Q: Which value of orbital gap does entry 2 give?
A: 7.7619 eV